Computed, not measured: a structure of composition C46H120Br4N9O9 at a distorted geometry, with ωB97M-V/def2-TZVPD.

Calculated values
**LUMO level**: -0.41755 Eh
**Frontier orbital gap**: 5.330 eV
**HOMO level**: -16.7 eV
**Net charge**: +5

Last column: Mulliken charge in e.
CARTESIAN COORDINATES (ANGSTROEM)
C (9.1440, 4.8040, 3.9644)  -1.67
C (9.7084, 3.7090, 3.1444)  1.37
C (10.5843, 2.7337, 3.8524)  -1.01
C (10.9170, 1.4805, 3.1065)  -0.63
C (9.6722, 0.7618, 2.8156)  -1.34
C (8.6010, 1.5192, 2.0212)  1.87
N (8.5361, 2.7779, 2.7735)  0.80
O (7.3539, 3.3820, 2.8626)  -0.41
C (7.2891, 0.8410, 2.0295)  -2.27
C (9.0243, 1.7496, 0.5451)  -1.59
C (10.3502, 4.2918, 1.8009)  -1.81
H (8.5104, 5.4907, 3.3702)  0.38
H (10.0173, 5.3504, 4.3712)  0.46
H (8.6125, 4.4180, 4.8174)  0.45
H (10.0954, 2.5094, 4.8265)  0.36
H (11.5939, 3.1056, 4.0577)  0.32
H (11.5683, 0.9483, 3.7730)  0.45
H (11.4794, 1.6817, 2.1995)  0.32
H (9.1292, 0.5659, 3.7358)  0.49
H (9.8810, -0.2367, 2.4293)  0.49
H (6.6100, 1.3950, 1.3406)  0.45
H (6.6789, 0.7158, 2.9135)  0.51
H (7.4397, -0.1141, 1.5698)  0.46
H (9.7777, 2.5077, 0.4125)  0.40
H (8.2155, 1.9200, -0.1904)  0.38
H (9.4218, 0.7910, 0.1889)  0.41
H (10.8953, 5.1431, 2.1688)  0.46
H (9.7083, 4.5945, 0.9866)  0.40
H (11.1508, 3.6538, 1.4527)  0.49
C (-7.3003, 0.3442, 6.8040)  -1.85
C (-6.3040, -0.5129, 6.1178)  1.03
C (-7.0218, -1.5929, 5.3533)  -1.24
C (-6.2831, -2.2132, 4.2050)  -0.73
C (-5.9767, -1.1558, 3.1303)  -1.17
C (-5.0755, -0.0559, 3.6449)  1.73
N (-5.6377, 0.4241, 5.1006)  0.79
O (-5.2470, 1.5177, 5.4893)  -0.35
C (-5.2134, 1.2017, 2.8397)  -1.72
C (-3.6676, -0.4611, 3.9400)  -1.77
C (-5.1826, -0.9765, 7.1556)  -1.26
H (-6.7585, 1.1655, 7.2324)  0.54
H (-7.8089, -0.2093, 7.5777)  0.44
H (-8.0967, 0.7054, 6.1939)  0.42
H (-7.9021, -1.1500, 4.9257)  0.42
H (-7.3545, -2.3794, 5.9825)  0.56
H (-6.9059, -2.9469, 3.7416)  0.48
H (-5.3281, -2.7172, 4.4785)  0.34
H (-6.9110, -0.6819, 2.7844)  0.49
H (-5.5162, -1.6776, 2.3007)  0.30
H (-4.6693, 1.1525, 1.8951)  0.24
H (-4.8668, 2.1032, 3.3506)  0.47
H (-6.2558, 1.2894, 2.6180)  0.50
H (-3.0103, 0.3382, 4.3332)  0.42
H (-3.2902, -0.7288, 2.9528)  0.39
H (-3.5769, -1.3197, 4.5906)  0.39
H (-4.8566, -0.0956, 7.6950)  0.46
H (-4.3102, -1.5663, 6.7326)  0.21
H (-5.7657, -1.6020, 7.8442)  0.43
C (6.0019, 1.4856, -4.5609)  -1.52
C (5.1156, 2.5881, -5.0086)  0.41
C (3.5927, 2.2100, -5.1219)  -0.67
O (2.8033, 3.3033, -5.2668)  -0.12
C (2.5947, 3.7067, -6.6285)  -0.80
N (5.2162, 3.6423, -3.9199)  0.10
H (6.2013, 3.6323, -3.6454)  0.39
H (4.8988, 4.5782, -4.1637)  0.37
H (4.5867, 3.2817, -3.1197)  -0.35
H (5.6768, 1.1236, -3.5829)  0.30
H (7.0431, 1.8562, -4.6299)  0.48
H (6.0065, 0.6450, -5.2044)  0.42
H (5.3787, 3.0537, -5.9868)  0.25
H (3.3790, 1.7500, -4.1663)  0.10
H (3.4796, 1.4369, -5.8776)  0.50
H (2.1476, 4.6999, -6.6129)  0.23
H (1.8889, 3.0547, -7.1827)  0.30
H (3.5238, 3.6383, -7.1741)  0.35
C (-2.6852, -7.9753, 2.4599)  -1.37
C (-1.6861, -6.9456, 3.0540)  0.21
C (-0.4593, -7.7817, 3.3386)  -0.62
O (-0.0348, -8.0955, 2.0551)  -0.33
C (0.7398, -9.1914, 1.7263)  -0.83
N (-1.3197, -5.8960, 2.0408)  -0.01
H (-0.7964, -5.0859, 2.4711)  -0.08
H (-0.8045, -6.3525, 1.2259)  0.37
H (-2.1571, -5.5099, 1.6214)  0.33
H (-2.8780, -8.7560, 3.1972)  0.43
H (-2.4009, -8.4790, 1.5343)  0.32
H (-3.6407, -7.5535, 2.1687)  0.40
H (-2.0894, -6.3465, 3.8629)  0.38
H (-0.7999, -8.7164, 3.8454)  0.36
H (0.3844, -7.3335, 3.8904)  0.36
H (1.1134, -8.9515, 0.7457)  0.26
H (0.1059, -10.0689, 1.7639)  0.33
H (1.5299, -9.3478, 2.4387)  0.32
C (0.8220, 4.5376, -0.0523)  -1.06
C (0.9615, 4.7898, -1.4856)  -0.11
C (0.2360, 3.7875, -2.3781)  0.25
O (-1.1382, 3.9139, -2.1885)  -0.60
C (-1.8992, 2.7217, -2.4156)  -0.27
N (0.1906, 6.0725, -1.7059)  -0.10
H (-0.7768, 5.8147, -1.7053)  0.32
H (0.4056, 6.6628, -0.8986)  0.39
H (0.4437, 6.5726, -2.5437)  0.35
H (0.9093, 5.4016, 0.6824)  0.29
H (1.4800, 3.7453, 0.2711)  0.05
H (-0.1755, 4.1301, 0.1618)  0.31
H (1.9863, 4.8787, -1.8286)  0.40
H (0.5530, 2.7777, -2.0293)  -0.31
H (0.5283, 3.7610, -3.4156)  0.62
H (-1.8670, 2.3804, -3.4650)  0.20
H (-2.9391, 2.9625, -2.1687)  0.24
H (-1.4764, 1.8761, -1.8537)  -0.05
C (-6.9212, -3.3410, -3.0931)  -1.40
C (-5.4106, -3.6281, -3.2447)  0.17
C (-4.6653, -2.6387, -4.0456)  -0.40
O (-3.3294, -3.0602, -4.3114)  -0.38
C (-2.6874, -2.1597, -5.2022)  -0.52
N (-4.7830, -3.5610, -1.8747)  0.22
H (-5.0697, -4.4222, -1.4014)  0.43
H (-3.8024, -3.8405, -2.0244)  -0.18
H (-4.8575, -2.6477, -1.3951)  0.00
H (-7.5754, -3.9593, -2.4732)  0.40
H (-7.3719, -3.3180, -4.0692)  0.41
H (-7.0743, -2.3544, -2.6602)  0.25
H (-5.1547, -4.6662, -3.4776)  0.45
H (-4.6714, -1.6482, -3.5923)  0.01
H (-5.0752, -2.4905, -5.0089)  0.63
H (-2.9157, -2.3747, -6.2393)  0.37
H (-1.6068, -2.2544, -5.0916)  0.32
H (-3.0551, -1.1222, -4.9870)  -0.01
C (-7.2186, 1.5803, -3.2173)  -1.40
C (-6.3356, 2.1822, -4.2481)  0.25
C (-5.4023, 1.2287, -4.9407)  -0.26
O (-4.7462, 1.9290, -5.9705)  -0.49
C (-4.2084, 1.1668, -7.0582)  -0.56
N (-7.2079, 2.7531, -5.3969)  -0.30
H (-7.7368, 3.5894, -5.0965)  0.37
H (-6.5959, 3.0677, -6.1465)  0.32
H (-7.8766, 2.0132, -5.7134)  0.38
H (-6.7584, 0.8159, -2.5591)  0.18
H (-8.0251, 0.9899, -3.6237)  0.46
H (-7.7392, 2.3353, -2.6224)  0.44
H (-5.7871, 3.0832, -3.8708)  0.34
H (-5.8388, 0.2613, -5.3157)  0.46
H (-4.6551, 1.0190, -4.1688)  0.04
H (-3.8686, 1.9446, -7.8028)  0.28
H (-5.0227, 0.5553, -7.4360)  0.36
H (-3.3512, 0.5346, -6.7335)  0.14
C (2.8991, -0.8247, 3.6089)  -1.24
C (1.9728, 0.3790, 3.6335)  -0.22
C (1.2967, 0.6452, 2.2279)  0.31
O (0.2221, 1.5573, 2.4493)  -0.50
C (-0.6968, 1.6376, 1.3519)  -0.12
N (0.7821, 0.1490, 4.5041)  -0.06
H (0.2298, -0.6795, 4.2343)  -0.07
H (1.0400, 0.1526, 5.4889)  0.41
H (0.1367, 0.9206, 4.2580)  0.47
H (3.6788, -0.6204, 2.8835)  0.30
H (2.3553, -1.6932, 3.2219)  0.24
H (3.2979, -0.9621, 4.6260)  0.43
H (2.3914, 1.3016, 4.0801)  0.42
H (0.9619, -0.2816, 1.7915)  -0.26
H (1.8981, 1.0224, 1.3811)  0.45
H (-1.2069, 0.7037, 1.2187)  0.16
H (-0.1888, 1.9084, 0.4007)  -0.32
H (-1.5400, 2.2776, 1.5132)  0.51
C (1.5781, -2.9800, -0.5710)  -1.71
C (0.7004, -1.7728, -0.9766)  1.29
C (0.8712, -1.3586, -2.4050)  -0.96
O (0.2006, -0.1414, -2.7681)  -0.06
C (0.7697, 0.4490, -3.9322)  -0.42
N (-0.7172, -2.0314, -0.6272)  1.79
H (-1.4333, -1.4207, -1.0193)  -0.31
H (-0.9900, -3.0177, -0.9893)  -0.11
H (-0.8593, -2.1234, 0.3653)  -0.41
H (2.6825, -2.7402, -0.5439)  0.39
H (1.3820, -3.8079, -1.2077)  0.49
H (1.4155, -3.3031, 0.4664)  0.25
H (1.0403, -0.9179, -0.3642)  -0.42
H (0.3528, -2.0992, -3.0365)  0.17
H (1.9642, -1.2478, -2.5270)  0.56
H (1.3083, 1.3719, -3.7023)  -0.37
H (-0.0507, 0.6339, -4.6367)  0.23
H (1.5310, -0.2533, -4.3045)  0.62
Br (-0.8493, -2.4730, 2.7089)  -0.80
Br (-1.6407, -4.8680, -1.3524)  -0.82
Br (-3.6746, -0.4109, -0.8283)  -0.84
Br (3.5165, 2.5804, -1.4273)  -0.69